[1]
This record from the OMol25 dataset describes 5 unconnected molecules or ions with the total composition C28H19Cl17O3 in a non-equilibrium geometry. The level of theory is ωB97M-V/def2-TZVPD.

Calculated values
**HOMO**: -8.37 eV
**Kohn-Sham gap**: 7.82 eV
**SMILES string**: C[C@H](Cl)Cc1ccc2c(c1COc1ccccc1)C(=O)c1ccccc1C2=O.ClC(Cl)(Cl)Cl.ClC(Cl)(Cl)Cl.ClC(Cl)(Cl)Cl.ClC(Cl)(Cl)Cl
**Relative energy (zero: lowest compared OMol25 entry of this formula, charge and spin)**: 0.0000 eV

```
! wB97M-V def2-TZVPD RIJCOSX def2/J DEFGRID3
* xyz 0 1
C 2.22137 4.50141 -0.17926
C 0.85396 3.80444 0.07418
Cl 0.67011 3.15793 1.74342
C 0.50814 2.69981 -0.97842
C 1.01509 1.29728 -0.61304
C 2.39392 1.12866 -0.41687
C 2.97240 -0.07403 -0.09647
C 2.14744 -1.17351 0.00472
C 0.77727 -1.05653 -0.18677
C 0.19582 0.17819 -0.48137
C -1.31397 0.28326 -0.64496
O -1.87664 0.07803 0.64348
C -3.23133 0.20795 0.70038
C -3.81167 -0.10395 1.92211
C -5.15713 0.01424 2.14691
C -5.98818 0.46393 1.12254
C -5.42452 0.73774 -0.09764
C -4.06434 0.61834 -0.33039
C -0.00955 -2.34948 -0.06067
O -1.11456 -2.46065 0.42923
C 0.69816 -3.58335 -0.59195
C -0.02097 -4.54356 -1.27171
C 0.66744 -5.65099 -1.73669
C 2.02095 -5.77657 -1.47347
C 2.73102 -4.81431 -0.79070
C 2.05500 -3.68718 -0.36172
C 2.72123 -2.53467 0.35657
O 3.64885 -2.68966 1.12730
H 2.77270 4.01863 -0.99379
H 2.03860 5.54196 -0.46183
H 2.83724 4.52393 0.72238
H 0.08722 4.57880 -0.01937
H -0.57593 2.76274 -1.09084
H 0.92891 2.99248 -1.95133
H 3.06481 1.97307 -0.53495
H 4.04339 -0.16397 0.05800
H -1.60558 1.27985 -0.98923
H -1.68171 -0.43278 -1.39841
H -3.16801 -0.45450 2.72727
H -5.54700 -0.23981 3.13045
H -7.05440 0.58987 1.30064
H -6.11128 1.07664 -0.87303
H -3.66915 0.85069 -1.31413
H -1.08187 -4.36506 -1.42682
H 0.13373 -6.40967 -2.30415
H 2.49869 -6.69472 -1.84580
H 3.79416 -4.93468 -0.59468
Cl -9.31368 0.22828 3.40992
C -10.29166 0.41880 1.94842
Cl -11.60040 1.56561 2.25914
Cl -9.27211 1.02758 0.63742
Cl -10.97328 -1.14476 1.48641
Cl 4.67695 -9.51706 -4.61239
C 5.03617 -8.82813 -3.02530
Cl 6.08715 -7.42070 -3.21490
Cl 3.52335 -8.32488 -2.24369
Cl 5.84285 -10.03868 -2.02241
Cl 5.75512 1.71511 3.64247
C 4.44722 2.79908 3.15527
Cl 5.11343 4.37390 2.67774
Cl 3.58109 2.13363 1.76547
Cl 3.32463 3.01410 4.50364
Cl 4.22886 10.01450 -0.53508
C 3.21553 8.56737 -0.49267
Cl 3.03538 7.92545 -2.13223
Cl 3.97054 7.34551 0.53759
Cl 1.62306 8.97905 0.15605
*
```

Results of the Löwdin charge analysis, in e, for atoms 1 through 8: number 1, C, carries -0.149; number 2, C, carries -0.661; number 3, Cl, carries 0.617; number 4, C, carries -0.145; number 5, C, carries -0.165; number 6, C, carries -0.145; number 7, C, carries -0.049; number 8, C, carries -0.074


[2]
This record from the OMol25 dataset describes 3 unconnected molecules or ions with the total composition C18H33BrNO6 in a non-equilibrium geometry. The level of theory is ωB97M-V/def2-TZVPD.

Calculated values
**HOMO**: -4.26 eV
**Kohn-Sham gap**: 6.74 eV

```
! wB97M-V def2-TZVPD RIJCOSX def2/J DEFGRID3
* xyz -1 1
C -1.39633 0.94877 1.36615
C -2.14295 1.30604 0.03688
C -1.31833 1.06724 -1.26909
C -0.39578 -0.19176 -1.24967
C 0.50478 -0.32702 -2.52111
C 1.78612 0.58132 -2.54004
C 2.78946 0.34395 -1.34154
O 4.09476 0.83884 -1.85192
C 4.23474 2.19518 -1.71544
N 5.24812 2.61683 -0.73252
O 3.65787 3.02883 -2.34966
C 2.41821 1.27690 -0.12148
O 1.45152 2.05905 -0.23428
O 3.09445 1.30186 0.96176
C 3.00541 -1.18514 -0.98622
Br 4.95183 -1.64455 -1.21589
C 2.57860 -1.60098 0.47244
C 3.74957 -1.62326 1.52964
H -1.03996 -0.11615 1.33990
H -0.46564 1.55611 1.50301
H -2.07141 1.01146 2.25631
H -2.35450 2.40824 0.08022
H -3.13827 0.81240 0.03080
H -2.04875 0.90637 -2.11033
H -0.69205 1.93745 -1.57758
H -1.07398 -1.09283 -1.24415
H 0.22221 -0.27427 -0.33356
H -0.12913 0.00924 -3.39016
H 0.76043 -1.39178 -2.76249
H 2.36645 0.28450 -3.45779
H 1.52534 1.64820 -2.67773
H 4.78827 3.36947 -0.21832
H 5.97717 3.04789 -1.31062
H 2.49834 -1.88677 -1.68696
H 1.71222 -1.04711 0.88658
H 2.24755 -2.67264 0.40182
H 3.29355 -1.58841 2.55587
H 4.36331 -2.54953 1.47322
H 4.41682 -0.74058 1.45893
C 0.49946 -5.48578 1.67199
C -0.17028 -4.26085 2.24499
O -0.11261 -3.19304 1.68394
C -0.91455 -4.42458 3.54780
H 0.99482 -5.22196 0.73788
H 1.24792 -5.86279 2.37166
H -0.24606 -6.25728 1.46837
H -0.22833 -4.75508 4.33000
H -1.72241 -5.14922 3.42698
H -1.34389 -3.46670 3.84028
C -5.75378 2.72876 0.86573
C -5.36460 2.95988 -0.57361
O -4.61625 2.20703 -1.14986
C -5.94762 4.16993 -1.26235
H -5.26240 1.82760 1.23182
H -5.43572 3.57480 1.47792
H -6.83495 2.59533 0.94265
H -5.63842 5.07936 -0.74344
H -7.03719 4.10002 -1.27935
H -5.58313 4.21121 -2.28841
*
```

Results of the Löwdin charge analysis, in e, for atoms 1 through 8: number 1, C, carries -0.115; number 2, C, carries -0.262; number 3, C, carries -0.207; number 4, C, carries -0.214; number 5, C, carries -0.192; number 6, C, carries -0.113; number 7, C, carries -0.314; number 8, O, carries -0.123


[3]
This record from the OMol25 dataset describes a molecular structure, C29H24Cl2F4N3O5Re in a non-equilibrium geometry. The level of theory is ωB97M-V/def2-TZVPD.

Calculated values
**HOMO (spin up / spin down)**: -10.51 / -10.50 eV
**Kohn-Sham gap (spin up / spin down)**: 6.68 / 5.88 eV
**Relative energy (zero: lowest compared OMol25 entry of this formula, charge and spin)**: 1.3297 eV

```
! wB97M-V def2-TZVPD RIJCOSX def2/J DEFGRID3
* xyz 1 4
Re 0.71542 -0.10049 0.60430
C -2.19378 -1.07791 2.29353
C -1.00432 -1.46249 3.15622
N 0.34622 -0.93874 2.72882
C 0.80842 0.12557 3.68323
C -0.07818 1.35967 3.76685
C 1.29978 -2.07568 2.82667
C 2.67238 -1.74388 2.24299
N 2.54566 -0.68439 1.23866
C 3.66409 0.11899 1.04124
C 3.47524 1.49405 0.87125
F 2.20028 1.95613 0.95310
C 4.52212 2.38004 0.74172
F 4.26140 3.67797 0.60580
C 5.82926 1.93736 0.78633
C 6.04618 0.58455 0.95541
F 7.28896 0.11390 1.00586
C 4.99734 -0.31259 1.06477
F 5.28639 -1.62078 1.14065
H -3.08178 -1.56475 2.69695
H -2.05863 -1.42232 1.26565
H -2.36612 -0.00739 2.28317
H -0.94450 -2.54972 3.17520
H -1.18140 -1.14209 4.18345
H 1.81075 0.43085 3.37893
H 0.88922 -0.33484 4.67330
H -0.12301 1.90639 2.82610
H 0.34355 2.02890 4.51543
H -1.09433 1.11386 4.07258
H 0.85681 -2.91602 2.29493
H 1.41164 -2.37056 3.87297
H 3.10155 -2.65205 1.81794
H 3.34618 -1.40554 3.03227
H 6.65641 2.62620 0.69660
Cl 0.34773 2.28581 -3.74751
C 0.19589 0.60572 -3.47270
C -0.27794 -0.24597 -4.47766
C -0.40153 -1.59737 -4.27536
Cl -0.99319 -2.60369 -5.54091
C -0.05250 -2.16838 -3.02970
C -0.05800 -3.54203 -2.72577
C 0.35791 -3.95567 -1.48139
C 0.72179 -3.01718 -0.51921
N 0.68132 -1.70949 -0.74694
C 0.35843 -1.28336 -2.01167
C 0.51887 0.10553 -2.21698
O 0.98161 0.81641 -1.21345
H -0.54201 0.17812 -5.43693
H -0.36910 -4.25842 -3.47357
H 0.40590 -5.00399 -1.22556
H 1.06144 -3.32855 0.45820
O -1.23913 3.19577 0.66002
C -1.48371 2.09684 0.23204
O -0.85649 1.00787 0.68098
C -2.51013 1.85311 -0.82930
C -2.71799 0.59091 -1.37079
C -3.70153 0.36028 -2.33184
C -4.46963 1.43771 -2.70222
O -5.49903 1.48358 -3.58270
C -5.97959 2.82807 -3.58383
O -5.16897 3.57585 -2.68496
C -4.26477 2.70692 -2.15721
C -3.28881 2.94790 -1.22926
H -2.11168 -0.24010 -1.03695
H -3.86043 -0.61906 -2.76226
H -7.02029 2.84668 -3.25198
H -5.90272 3.24750 -4.58914
H -3.11094 3.93045 -0.81636
*
```

Results of the Löwdin charge analysis, in e, for atoms 1 through 8: number 1, Re, carries 1.833; number 2, C, carries -0.071; number 3, C, carries -0.206; number 4, N, carries -0.254; number 5, C, carries -0.223; number 6, C, carries -0.052; number 7, C, carries -0.185; number 8, C, carries -0.187


[4]
This record from the OMol25 dataset describes 3 unconnected molecules or ions with the total composition C21H43IN3O4 in a non-equilibrium geometry. The level of theory is ωB97M-V/def2-TZVPD.

Calculated values
**HOMO**: -10.95 eV
**Kohn-Sham gap**: 8.28 eV

```
! wB97M-V def2-TZVPD RIJCOSX def2/J DEFGRID3
* xyz 1 1
C -6.51137 1.50247 -0.43847
C -6.82387 2.62379 -1.49539
N -5.68520 3.00874 -2.38063
C -4.40951 2.89733 -1.77391
N -3.67138 1.73671 -1.78960
C -2.42362 1.89767 -1.15604
C -2.43294 3.27468 -0.73682
C -1.17057 3.83983 -0.02142
C -0.91942 3.03756 1.33172
C 0.53442 2.40843 1.40265
O 0.85003 1.57611 0.27009
C 0.43985 0.26875 0.43846
C 0.59294 -0.64752 -0.83788
O -0.04461 -0.19839 1.43871
N -3.65136 3.86748 -1.12218
C -4.02483 5.28190 -0.90996
C -4.59239 5.63570 0.52424
C -5.55508 4.54067 1.13795
I -3.09306 6.08224 2.02323
H -5.76874 1.79031 0.34638
H -6.16545 0.54442 -0.91444
H -7.46773 1.24554 0.10161
H -7.61906 2.19858 -2.17550
H -7.30229 3.50280 -0.99254
H -5.72836 2.52448 -3.27661
H -4.02002 0.88014 -2.22215
H -1.66211 1.09904 -1.07385
H -0.29049 3.59485 -0.68840
H -1.15866 4.94968 0.10028
H -0.95649 3.80196 2.16189
H -1.73047 2.29049 1.51363
H 1.23434 3.29386 1.33866
H 0.74483 1.93756 2.39743
H 1.66475 -0.91372 -1.02269
H 0.22240 -0.09281 -1.75345
H -0.06770 -1.55400 -0.76557
H -3.09495 5.88797 -1.06646
H -4.75788 5.63650 -1.68876
H -5.21456 6.56668 0.39180
H -6.48598 4.53893 0.51747
H -5.83807 4.82769 2.18326
H -4.99647 3.57138 1.13314
C 1.10659 -6.52997 0.15866
C 1.93923 -5.35338 -0.31835
O 1.33546 -4.09127 -0.07354
C 1.07809 -3.76721 1.28580
C 2.32885 -3.71828 2.14663
H 0.10581 -6.49445 -0.27791
H 1.58073 -7.47109 -0.12522
H 0.98908 -6.52903 1.24412
H 2.06622 -5.42944 -1.40055
H 2.94493 -5.38058 0.11408
H 0.33805 -4.45549 1.70759
H 0.61525 -2.77785 1.28493
H 2.80599 -4.69757 2.22327
H 2.08275 -3.38743 3.15728
H 3.06310 -3.03112 1.71935
C 5.75033 -4.16315 -0.46766
C 5.67740 -2.66869 -0.20835
O 6.55067 -2.22420 0.81641
C 7.93646 -2.44079 0.60154
C 8.47846 -1.74174 -0.63353
H 5.57310 -4.72249 0.45418
H 5.00250 -4.45738 -1.20685
H 6.72995 -4.46116 -0.84634
H 4.66654 -2.41724 0.12095
H 5.85357 -2.10088 -1.12882
H 8.15354 -3.51374 0.57159
H 8.44839 -2.04637 1.48160
H 8.03355 -2.13595 -1.54977
H 9.55946 -1.87605 -0.70350
H 8.25710 -0.67250 -0.59751
*
```

Results of the Löwdin charge analysis, in e, for atoms 1 through 8: number 1, C, carries -0.094; number 2, C, carries -0.223; number 3, N, carries 0.046; number 4, C, carries -0.245; number 5, N, carries 0.141; number 6, C, carries 0.057; number 7, C, carries -0.127; number 8, C, carries -0.140


Number 1: total energy -248365.6954 eV. Number 2: total energy -103019.2119 eV. Number 3: total energy -83208.7502 eV. Number 4: total energy -43227.8797 eV.